No. 1
Formula: CH10N2O3
Source: OMol25
Level of theory: ωB97M-V/def2-TZVPD

Each line ends with the Mulliken charge.
Geometry (Å):
O -2.5297 0.0044 1.5732  -0.631
O 1.8498 0.4001 -2.4151  -0.636
O -1.2426 0.3084 -2.8412  -0.610
N 0.4401 -0.2163 2.6560  -0.378
N 0.5824 -0.0993 0.4365  -0.010
C 1.1843 -0.3785 1.6220  0.113
H -3.2426 -0.0119 2.2466  0.337
H 0.9018 -0.4430 3.5350  0.292
H -1.6851 -0.4584 -2.4511  0.318
H 2.2024 -0.7575 1.6316  0.393
H 2.6425 0.7817 -2.7918  0.305
H -0.3278 0.3700 0.4971  0.288
H 0.9452 -0.4026 -0.4795  0.288
H -1.2595 0.9547 -2.1487  0.301
H 1.3283 0.2155 -3.1925  0.332
H -1.7897 -0.2674 2.1217  0.298

Its spin multiplicity is 2. The net charge is +1. For the HOMO-LUMO gap (spin up / spin down), the calculation gives 10.61 / 6.06 eV. The relative energy (zero: lowest compared OMol25 entry of this formula, charge and spin) is 8.2 kcal per mole. Its total energy is -10313.025 eV.


No. 2
Formula: CH10N3
Source: OMol25
Level of theory: ωB97M-V/def2-TZVPD

Each line ends with the Mulliken charge.
Geometry (Å):
N 0.5687 -0.2596 0.6666  -1.545
N 0.7330 -0.8487 -1.5387  -0.452
N -1.9966 0.6649 0.9957  -1.595
C 1.3006 0.0876 -0.6916  -1.319
H 1.1168 1.1666 -0.8245  0.319
H -1.8918 1.1845 1.8570  0.456
H -2.9146 0.9861 0.5361  0.324
H -2.1585 -0.3783 1.0902  0.386
H 2.5064 -0.0778 -0.3734  0.705
H 1.4610 -1.2274 -2.1115  0.228
H 0.5465 -1.2168 0.7571  0.785
H 1.1154 0.2621 1.3680  0.969
H -0.4568 0.1223 0.4686  0.409
H 0.0700 -0.4655 -2.1995  0.330

Its spin multiplicity is 2. For the HOMO-LUMO gap (spin up / spin down), the calculation gives 3.83 / 11.31 eV. The relative energy (zero: lowest compared OMol25 entry of this formula, charge and spin) is 30.0 kcal per mole. Its total energy is -5665.316 eV.


No. 3
Formula: CH10N3
Source: OMol25
Level of theory: ωB97M-V/def2-TZVPD

Each line ends with the Mulliken charge.
Geometry (Å):
N 0.3212 -0.0237 0.5618  -0.349
N 1.3862 1.2052 -1.2552  -0.592
N -1.7106 -2.0204 0.8577  -0.887
C 0.3377 1.2809 -0.2781  -0.230
H -2.3473 -2.1980 1.6409  0.271
H 1.7707 2.1080 -1.5565  0.235
H -0.5401 1.2714 -0.9428  0.287
H 1.2254 -0.4504 0.3681  0.362
H 0.3250 0.1752 1.5628  0.340
H -0.5189 -0.6512 0.1940  0.396
H 1.1499 0.6588 -2.0716  0.234
H -1.3420 -2.9919 0.7749  0.273
H -2.2915 -1.8877 0.0333  0.276
H 0.3881 2.0392 0.5003  0.384

The net charge is +1. For the HOMO-LUMO gap, the calculation gives 11.00 eV. The relative energy (zero: lowest compared OMol25 entry of this formula, charge and spin) is 18.0 kcal per mole. Its total energy is -5662.847 eV.


No. 4
Formula: CH10N3
Source: OMol25
Level of theory: ωB97M-V/def2-TZVPD

Each line ends with the Mulliken charge.
Geometry (Å):
N 0.2351 0.7215 -0.4454  -0.264
N -0.6836 -1.7248 -1.5338  -0.904
N 0.9384 1.1877 1.7395  -0.565
C -0.0526 0.4741 1.0012  -0.363
H 0.8067 2.1912 1.7117  0.224
H 0.9665 0.8954 2.7067  0.247
H -1.0972 0.7482 1.1802  0.344
H 0.0611 -0.5952 1.1191  0.352
H -0.0875 1.6435 -0.7601  0.389
H -0.1328 -1.7953 -2.3839  0.284
H -0.3866 -2.4794 -0.9191  0.277
H 1.2518 0.6935 -0.5532  0.383
H -0.1809 -0.0141 -1.0694  0.347
H -1.6385 -1.9463 -1.7936  0.249

The net charge is +1. For the HOMO-LUMO gap, the calculation gives 11.32 eV. The relative energy (zero: lowest compared OMol25 entry of this formula, charge and spin) is 0.0 kcal per mole. Its total energy is -5663.628 eV.


No. 5
Formula: CH10N6
Source: OMol25
Level of theory: ωB97M-V/def2-TZVPD

Each line ends with the Mulliken charge.
Geometry (Å):
N 4.8440 0.2925 2.6084  -0.366
N -8.4166 -0.0750 -1.3321  -0.100
N 3.6272 2.0240 0.4715  -0.676
N -8.1223 -2.2303 -2.3178  -0.290
N 4.9764 -0.5135 0.4084  -0.181
N 5.0611 0.4409 1.1925  0.264
C -8.4015 -1.0955 -1.9124  0.414
H 5.3666 1.0946 2.9995  0.327
H 4.8562 -1.4660 0.8134  0.267
H 2.8299 2.3963 -0.0612  0.251
H -8.9188 0.7727 -1.4459  0.349
H -7.3658 -2.4458 -3.0215  0.320
H 3.5857 2.4792 1.3473  0.246
H 5.1276 -0.3831 -0.5882  0.289
H 5.1229 -0.6277 2.8928  0.293
H 4.4741 2.4160 0.0312  0.286
H -8.6468 -3.0793 -2.0860  0.306

The net charge is +2. For the HOMO-LUMO gap (spin up / spin down), the calculation gives 9.12 / 9.12 eV. The relative energy (zero: lowest compared OMol25 entry of this formula, charge and spin) is 25.9 kcal per mole. Its total energy is -10120.834 eV.


No. 6
Formula: CH10NO3
Source: OMol25
Level of theory: ωB97M-V/def2-TZVPD

Each line ends with the Mulliken charge.
Geometry (Å):
O -0.5678 1.0710 1.2245  -0.698
O 0.1985 -0.5684 3.9486  -0.641
O 0.2186 -2.4082 -2.0668  -0.632
N -0.4449 1.4128 -1.5251  -0.063
C 0.5145 1.0545 -2.2869  -0.085
H 0.6332 -0.5881 4.8073  0.326
H 0.8718 -2.9910 -1.6549  0.329
H -0.8921 2.3045 -1.6979  0.272
H -0.1959 0.3360 1.7479  0.331
H 0.0374 1.7365 1.5954  0.348
H 0.5757 1.5072 -3.2670  0.299
H -0.6396 0.8948 -0.6505  0.308
H 0.4762 -1.3523 3.4634  0.322
H -0.1858 -3.0115 -2.7191  0.325
H 1.1100 0.2345 -1.9201  0.258

The net charge is +1. For the HOMO-LUMO gap, the calculation gives 9.64 eV. The relative energy (zero: lowest compared OMol25 entry of this formula, charge and spin) is 12.2 kcal per mole. Its total energy is -8824.635 eV.


No. 7
Formula: CH10NO3
Source: OMol25
Level of theory: ωB97M-V/def2-TZVPD

Each line ends with the Mulliken charge.
Geometry (Å):
O 1.0614 1.8184 -1.4071  -0.438
O 1.2095 -2.8795 -1.3515  -0.279
O -1.8956 1.5123 1.3896  -0.593
N -0.3447 -0.3704 0.2769  -0.055
C -0.0694 -0.2025 1.5124  -0.047
H -2.7115 1.8850 1.0317  0.304
H 1.8332 2.4123 -1.3380  0.388
H -0.7502 -1.2222 -0.0773  0.259
H 0.2156 0.8000 1.8718  0.313
H 2.1436 -3.1723 -1.3892  0.429
H 0.5483 2.2125 -2.1547  0.403
H -0.0808 -1.1390 2.0649  0.322
H -2.0455 1.5848 2.3429  0.344
H 0.8302 -3.3754 -2.1097  0.434
H -0.3508 0.3209 -0.4548  0.214

Its spin multiplicity is 2. The net charge is +2. For the HOMO-LUMO gap (spin up / spin down), the calculation gives 11.01 / 2.87 eV. The relative energy (zero: lowest compared OMol25 entry of this formula, charge and spin) is 24.2 kcal per mole. Its total energy is -8809.174 eV.


No. 8
Formula: CH10NO3
Source: OMol25
Level of theory: ωB97M-V/def2-TZVPD

Each line ends with the Mulliken charge.
Geometry (Å):
O -0.1792 -1.3839 -0.9157  -0.610
O 0.5617 0.8321 3.7418  -0.496
O -0.3956 -1.2573 1.9168  -0.347
N 0.2653 0.8489 -2.1992  -0.224
C 0.2675 1.0890 -3.4792  -0.104
H 0.5051 0.1651 -4.0969  0.296
H 0.7028 0.5243 4.7042  0.422
H -0.1005 -1.3975 0.0514  0.355
H -0.4487 1.4831 -1.6902  0.327
H -0.4107 1.8201 -3.8134  0.309
H 0.4935 1.8408 3.8262  0.421
H 0.0561 -0.4871 2.3240  0.452
H -0.7005 -2.1856 -1.1496  0.347
H -0.9822 -1.6808 2.6799  0.448
H 0.3653 -0.2112 -1.9001  0.406

Its spin multiplicity is 2. The net charge is +2. For the HOMO-LUMO gap (spin up / spin down), the calculation gives 12.10 / 4.44 eV. The relative energy (zero: lowest compared OMol25 entry of this formula, charge and spin) is 24.6 kcal per mole. Its total energy is -8809.158 eV.


> What is the total energy in the fifth record?

-10120.834 eV